# 1
C2H3NO2 | the ωB97M-V functional and the def2-TZVPD basis

For the HOMO-LUMO gap, the calculation gives 11.457 eV. The energy above the lowest of the compared OMol25 structures with the same formula, charge and spin is 5.74 kJ/mol. The calculation puts the lowest unoccupied orbital energy at 0.78 eV. The HOMO energy is -0.39256 Ha. The calculation puts the molecular weight at 73.05 g/mol.

Last column: natural (NBO) charge in e.
Cartesian coordinates (Å):
C -1.13462 0.19877 -0.56812  0.5352
C 0.66280 -0.55478 0.95685  0.5404
H -1.77634 -0.46016 0.04753  0.1240
H 0.92195 0.66311 -0.64315  0.4225
H -0.17429 -1.09372 1.45181  0.1195
N 0.19787 0.19442 -0.13307  -0.6535
O -1.52582 0.80221 -1.55605  -0.5431
O 1.83513 -0.59397 1.27392  -0.5450


# 2
C4H17NO6 | the ωB97M-V functional and the def2-TZVPD basis

For the HOMO-LUMO gap, the calculation gives 10.574 eV. The energy above the lowest of the compared OMol25 structures with the same formula, charge and spin is 267.85 kJ/mol. The calculation puts the lowest unoccupied orbital energy at 0.34 eV. The HOMO energy is -0.37618 Ha. The calculation puts the molecular weight at 175.18 g/mol.

Last column: natural (NBO) charge in e.
Cartesian coordinates (Å):
C 0.06435 0.39047 -2.30702  -0.4603
N -0.28395 -1.06273 -2.21848  -0.6036
C -2.34046 -0.35407 -0.69920  -0.6683
C -1.14761 -1.23966 -1.01024  -0.1618
C -0.03535 -1.21278 0.07828  0.8704
O 0.17199 -2.56576 0.44307  -0.7186
O 0.59448 -0.35785 0.62382  -0.6729
H -0.71449 1.13197 -2.42674  0.1859
H 0.80580 0.45279 -3.05903  0.2104
H 0.64760 0.81005 -1.41857  0.2203
H -0.84489 -1.28157 -3.07406  0.3717
H -3.23091 -0.41955 -1.40511  0.2278
H -2.67186 -0.26969 0.34271  0.2632
H -2.10832 0.66792 -1.14483  0.2130
H -1.61978 -2.30133 -0.84210  0.2425
H 1.03647 -2.78310 0.88229  0.4936
H 2.51167 -1.58571 1.24439  0.4574
H 3.77770 -1.59182 0.39420  0.4703
O 3.45256 -1.75468 1.35464  -0.9291
H -0.36720 0.04985 2.15707  0.4721
H -0.99495 0.83823 3.29453  0.4767
O -1.20081 0.36875 2.50261  -0.9529
H -0.26036 2.35680 1.51253  0.4579
H -0.39044 3.74380 0.87814  0.4731
O -0.52377 3.17240 1.55174  -0.9310
H 2.65923 1.50908 0.56022  0.4727
H 1.14843 1.34270 0.95349  0.4778
O 1.86486 1.94550 0.83166  -0.9583


# 3
C13H17NO5 | the ωB97M-V functional and the def2-TZVPD basis

For the HOMO-LUMO gap, the calculation gives 9.633 eV. The energy above the lowest of the compared OMol25 structures with the same formula, charge and spin is 12.64 kJ/mol. The calculation puts the lowest unoccupied orbital energy at 0.25 eV. The HOMO energy is -0.34484 Ha. The calculation puts the molecular weight at 267.28 g/mol.

Last column: natural (NBO) charge in e.
Cartesian coordinates (Å):
C 0.78956 3.15157 1.11867  -0.6183
H 0.06300 3.93832 1.30044  0.2249
H 1.72468 3.42624 1.60190  0.2103
C 1.00403 2.95520 -0.37874  -0.4163
C 1.83383 1.70656 -0.66465  -0.0658
H 2.72016 1.69831 -0.01976  0.1804
H 2.15359 1.68707 -1.71501  0.1833
O 1.02122 0.57334 -0.39389  -0.5456
C 1.59744 -0.65809 -0.29027  0.4137
C 2.93226 -0.90403 -0.59625  -0.3170
C 3.47480 -2.16748 -0.44065  -0.1617
C 2.70070 -3.21162 0.03298  -0.2450
C 1.37295 -2.98129 0.32973  -0.1199
C 0.79732 -1.72385 0.16366  -0.2408
C -0.64436 -1.62426 0.49317  0.6916
O -1.19362 -2.44220 1.23212  -0.6668
N -1.34398 -0.63269 -0.08724  -0.5998
H -0.88182 -0.02244 -0.74441  0.4219
C -2.73853 -0.35887 0.22682  -0.1948
C -3.09220 1.06074 -0.21904  -0.0627
H -4.16341 1.22223 -0.08982  0.2133
O -2.44578 2.04253 0.54467  -0.7078
H -1.49516 1.87453 0.53615  0.4627
H -2.85913 1.16737 -1.28881  0.1652
H -2.86529 -0.44660 1.31654  0.2305
C -3.67654 -1.40153 -0.43225  0.7863
O -4.49719 -1.09754 -1.25174  -0.5823
O -3.49946 -2.63541 -0.00611  -0.6847
H -2.72650 -2.70991 0.62524  0.5149
H 0.73972 -3.77380 0.69857  0.2413
H 3.12594 -4.19383 0.16407  0.2214
H 4.51257 -2.32810 -0.69104  0.2186
H 3.55984 -0.11028 -0.96849  0.2215
H 0.04483 2.86692 -0.89209  0.2057
H 1.52481 3.81827 -0.79501  0.2165
H 0.42973 2.23461 1.58053  0.2050


# 4
C5H14S | the ωB97M-V functional and the def2-TZVPD basis

For the HOMO-LUMO gap, the calculation gives 9.952 eV. The energy above the lowest of the compared OMol25 structures with the same formula, charge and spin is 42.21 kJ/mol. The calculation puts the lowest unoccupied orbital energy at 1.00 eV. The HOMO energy is -0.32908 Ha. The calculation puts the molecular weight at 106.23 g/mol.

Last column: natural (NBO) charge in e.
Cartesian coordinates (Å):
C -1.45013 1.59187 1.43046  -0.4031
C -2.17645 1.27188 0.11746  -0.6040
C -0.21598 0.66866 1.60202  -0.6195
H -1.07805 2.59156 1.28626  0.2014
H -2.12721 1.44168 2.26703  0.2045
H -2.74312 0.34523 0.16008  0.2028
H -0.26464 0.03530 2.48283  0.2118
H -0.17062 0.03415 0.72360  0.1930
H 0.75387 1.16832 1.67917  0.2091
H -2.94822 2.02966 -0.07156  0.2058
H -1.49845 1.33161 -0.73070  0.2004
C 1.67995 -2.11232 -1.23167  -0.4967
C 1.30536 -0.79512 -1.91441  -0.6218
S 2.53555 -1.79124 0.36082  -0.0606
H 0.82613 -2.75985 -1.04650  0.2082
H 2.39222 -2.73558 -1.77266  0.2150
H 0.90096 -0.92800 -2.92032  0.2137
H 1.70019 -0.84554 0.79979  0.1158
H 2.13515 -0.09474 -1.88060  0.2205
H 0.44350 -0.44753 -1.34113  0.2036


# 5
C5H14 | the ωB97M-V functional and the def2-TZVPD basis

For the HOMO-LUMO gap, the calculation gives 12.602 eV. The energy above the lowest of the compared OMol25 structures with the same formula, charge and spin is 32.26 kJ/mol. The calculation puts the lowest unoccupied orbital energy at 1.12 eV. The HOMO energy is -0.42206 Ha. The calculation puts the molecular weight at 74.17 g/mol.

Last column: natural (NBO) charge in e.
Cartesian coordinates (Å):
C -0.38632 2.10340 0.63599  -0.4005
C 0.29383 0.85324 1.18678  -0.6186
C 0.55898 2.94979 -0.21318  -0.6058
H -1.23277 1.87952 -0.01414  0.1981
H -0.72795 2.66147 1.50702  0.1984
H 1.05693 0.42509 0.51874  0.1995
H 0.01567 3.84461 -0.53341  0.2048
H 1.43910 3.38406 0.25466  0.2053
H -0.25031 -0.04071 1.47694  0.2138
H 0.89736 1.15637 2.05070  0.2014
H 0.81867 2.45266 -1.14860  0.2031
C -1.04273 -2.72221 -0.57173  -0.6061
C 0.45021 -2.70391 -0.87201  -0.6062
H -1.62408 -3.17988 -1.38201  0.1981
H -1.25454 -3.34345 0.29780  0.2018
H -1.48381 -1.73259 -0.48769  0.2042
H 0.93863 -2.17777 -0.04539  0.1993
H 0.91395 -3.68604 -0.88478  0.2062
H 0.61917 -2.12364 -1.77570  0.2034


# 6
C2H2CrLiO2 | the ωB97M-V functional and the def2-TZVPD basis

For the HOMO-LUMO gap (spin up / spin down), the calculation gives 3.285 / 3.530 eV. Its spin multiplicity is 6. The energy above the lowest of the compared OMol25 structures with the same formula, charge and spin is 172.47 kJ/mol. As for the expectation value of S²: 9.062. The calculation puts the lowest unoccupied orbital energy (spin up / spin down) at -1.85 / -1.96 eV. The HOMO energy (spin up / spin down) is -0.18864 / -0.20175 Ha. The calculation puts the molecular weight at 116.97 g/mol.

Last column: natural (NBO) charge in e.
Cartesian coordinates (Å):
C -1.11714 -0.49075 0.73844  0.1731
C 0.00121 -1.24059 0.13396  -0.2356
O 1.26318 -0.82762 0.44321  -1.0349
O -1.00954 0.78544 0.83329  -0.7359
H -0.52380 -0.95205 -0.90342  0.1911
Cr 2.46333 -1.86688 1.79898  0.6803
Li 1.13827 0.36621 1.79301  0.8061
H -0.21742 -2.32341 0.29741  0.1558


- Among the records above, which one has the highest molecular weight?
  C13H17NO5


- The highest molecular weight belongs to which entry?
  C13H17NO5


- Which value of molecular weight does entry 4 give?
  106.23 g/mol